185
Properties=species:S:1:pos:R:3:forces:R:3 method="wB97M-V/def2-TZVPD" gap_ev=5.3 energy_ha=-3998.12610 multiplicity=1 charge=-1 homo_energy_ev=-3.7
F 0.214647 2.078170 0.227530 -0.6 -0.3 0.3
F 1.729917 2.619880 -1.177850 0.1 -0.1 -1.1
F 1.068167 4.053770 0.249230 -0.3 0.6 0.4
O -7.053293 4.435400 1.233110 -1.7 0.6 -3.3
O -2.238963 -8.278710 4.958430 -1.1 -0.2 1.5
O -0.234643 -0.069470 8.078770 -0.2 -0.2 0.0
O 10.748327 0.468620 2.823050 1.7 -0.5 0.7
O 2.918047 7.845310 -5.134270 0.1 0.2 0.0
O -1.398743 3.990850 -9.100460 -0.6 0.4 -0.3
O 6.402927 2.354490 -3.007700 -0.3 -0.9 -0.4
O -4.055293 11.462240 -3.972430 1.6 -0.9 -0.5
O 6.916017 5.404700 5.127120 0.1 -0.1 0.3
O 3.337037 -12.861550 5.958060 -0.7 2.1 0.9
O 8.963957 -5.068880 -0.205770 1.2 0.8 1.0
O 4.079117 -10.272990 4.777400 0.3 0.4 0.6
O 2.545137 8.247360 3.736340 0.2 0.1 -0.6
O 3.907267 1.878790 7.285010 -0.3 -0.1 0.2
O -0.919633 6.737380 -7.496280 0.5 -0.5 1.2
O 5.622197 -6.142680 -3.773390 0.6 -1.4 2.8
O -3.500043 10.726130 -1.258150 -0.1 -0.7 0.0
O 13.473937 1.441680 2.657890 0.6 0.7 0.1
O -6.372033 -1.262310 -3.962340 0.6 -0.5 0.1
O -9.149163 -7.381400 -1.051000 -2.2 -0.3 -0.3
O -6.674173 -5.553830 1.008590 -0.9 0.1 -0.4
O -3.563063 -1.540420 -4.463140 -0.9 0.2 0.0
O 2.831007 0.939530 0.862930 0.3 -1.7 -2.0
O 3.738917 2.937100 1.191880 -3.2 -0.1 -1.5
O 1.398377 10.634980 -0.430260 0.1 0.2 -0.1
O -7.887543 4.868500 -1.470820 1.1 0.3 0.2
O -5.266553 -9.984760 6.489800 1.5 1.3 -0.7
O 6.323197 7.723370 -0.991380 0.0 0.3 -0.1
C -7.650443 -1.685270 -4.288420 -0.7 0.3 0.3
C -6.094653 4.100860 2.097720 1.4 -1.7 2.5
C 6.120207 1.006120 -3.442040 0.4 0.5 0.2
C 1.469677 7.848280 4.536010 -0.5 -0.1 0.4
C -1.218273 -7.436640 5.500780 0.7 -1.1 -0.3
C 13.672257 0.035560 2.679460 -0.8 0.1 0.2
C -4.401303 9.628430 -0.941750 -0.2 0.9 1.2
C -4.746653 11.028080 -5.148060 -0.8 2.2 0.8
C 2.037727 -0.110480 1.320230 -0.4 -0.3 -0.4
C -1.638423 5.921750 -6.508870 0.6 0.7 -1.0
C -2.221693 -1.565610 -4.001690 -0.7 -0.8 0.6
C -4.192403 -9.695800 5.505540 -1.3 -0.3 0.3
C -4.076203 12.003920 -1.572880 -0.3 -1.5 -1.4
C -4.868363 11.815540 -2.881980 -0.9 0.2 -0.6
C -5.983223 -11.182860 6.268530 1.0 0.3 0.2
C 12.418927 1.947340 1.825830 0.2 -1.6 0.9
C -0.875993 2.713970 -9.288800 0.1 -0.7 -0.1
C -8.692673 5.504810 -2.440420 0.1 -0.1 0.1
C -8.442603 3.836770 -0.659290 0.0 0.4 -0.5
C 2.092077 -12.774290 5.246310 -0.4 -0.9 0.5
C 4.579347 -10.719010 6.040810 -0.9 -0.9 -0.7
C -4.266733 -0.323810 -4.308650 -0.4 0.9 -1.0
C -1.064293 6.422430 -8.846860 -0.5 -1.6 -1.0
C 1.359207 2.765780 0.094440 2.3 -0.2 -0.2
C 9.796607 -3.895860 -0.495470 -1.0 -0.9 -1.3
C 2.423227 -1.449620 0.651490 0.6 0.5 -0.3
C 3.598897 -11.640410 6.747200 0.3 0.0 -1.2
C -7.955703 -6.088500 0.629070 2.0 -1.6 -0.3
C 9.397597 0.128710 2.955450 0.3 0.1 -0.6
C -5.736203 -0.347310 -4.824530 1.2 -1.2 0.8
C -9.775433 -8.288440 -0.147450 -0.4 0.4 -0.2
C -3.252583 -8.600340 5.973060 0.6 0.5 0.0
C -6.204293 -4.524880 0.181250 1.1 0.4 0.0
C 11.038917 1.810020 2.494530 0.3 -0.5 -1.1
C 5.515907 -5.315590 -4.837470 -0.8 1.1 -1.6
C 2.495767 2.284260 1.053430 3.2 1.5 2.9
C -7.454913 3.312860 0.402900 -0.3 1.9 -0.3
C -7.911673 -6.869750 -0.721270 0.5 0.5 0.3
C -0.486963 5.038950 -9.333500 0.6 0.3 1.5
C 4.873557 -9.173670 4.301680 -0.4 -0.9 0.0
H -6.208043 -11.315850 5.210290 -0.5 0.0 0.0
H -4.373123 0.048420 -3.289720 0.5 -0.4 0.4
H 4.740667 -9.882740 6.721050 0.4 0.2 0.0
H -3.946023 8.646100 -0.815880 1.0 0.5 -0.3
H -2.133593 6.413970 -9.058070 -0.2 0.0 -0.5
H -10.631173 -8.702400 -0.680780 0.2 -0.2 -0.2
H 6.148687 1.001880 -4.531660 0.0 0.1 0.0
H 0.990637 0.028380 1.051090 -0.3 0.2 0.2
H -2.063983 -2.625390 -3.801440 0.4 0.0 -0.2
H -0.669553 -7.041980 4.645650 -0.3 0.4 0.1
H 2.045647 2.325220 2.045310 -1.0 0.1 0.6
H -1.142093 6.091830 -5.553440 0.1 0.0 -0.2
H 2.762967 7.465690 3.223370 0.3 0.1 -0.3
H -5.359613 -12.018940 6.585040 0.0 -0.4 0.0
H -6.054273 -4.839900 -0.851400 -0.4 0.1 -0.2
H -0.044123 4.982860 -10.327910 -0.7 0.5 -0.6
H -7.872883 -2.596510 -3.733210 0.2 -0.1 -0.1
H 2.739957 -11.020490 7.004130 -0.7 -0.6 -0.2
H -8.766393 -5.360200 0.607560 0.0 0.1 0.2
H -4.658613 12.448820 -0.766060 -0.6 -0.4 0.1
H 9.249437 -2.957900 -0.590060 -0.3 -0.1 0.4
H -1.487833 -6.683200 6.240890 -0.8 0.3 -0.4
H 6.879777 0.316630 -3.073600 0.2 -0.1 0.0
H -7.885453 2.564410 1.068150 -0.4 -0.2 -0.2
H -8.618523 3.038950 -1.380850 -0.7 -0.6 0.4
H 4.502547 -4.914280 -4.850190 -0.3 0.0 -0.7
H 10.217367 -4.070390 -1.485720 0.4 0.1 0.0
H 12.665137 2.988220 1.615940 -0.2 0.0 0.1
H 2.150757 7.818480 -5.705910 -0.2 0.0 -0.1
H -9.344913 4.241330 -0.200750 -0.3 -0.3 0.1
H 2.556427 -1.331780 -0.423900 -0.4 0.4 -0.2
H -6.745603 -3.581020 0.246210 -0.6 -0.1 -0.1
H 12.420087 1.378620 0.895960 -0.1 0.0 -0.3
H 1.430347 10.102680 0.364640 0.1 -0.2 0.2
H -0.489753 -8.039600 6.042810 0.1 -0.4 0.1
H -5.762523 -0.684340 -5.860790 -0.2 -0.1 -0.2
H 3.061717 6.933070 -4.882440 0.1 -0.2 0.2
H 0.398417 4.836370 -8.730860 0.3 0.1 0.5
H 5.444907 -11.369870 5.917190 0.7 0.5 -0.3
H 5.162517 0.604040 -3.111500 -0.2 0.4 0.1
H 13.875827 -0.341060 1.677060 -0.3 -0.2 -0.2
H 0.505117 7.788570 4.031880 0.0 0.0 -0.5
H -4.684393 -9.414850 4.574350 0.1 -0.2 -0.2
H 9.350547 -0.951600 3.092560 0.0 0.1 0.3
H -8.360693 -0.939390 -3.931590 -0.4 0.2 -0.2
H 5.762697 -5.923760 -5.707710 -0.1 0.7 -0.7
H 6.080097 2.441140 -2.107770 -0.1 0.1 0.2
H -6.578403 3.406060 2.784250 0.5 -0.7 0.6
H -5.204793 -4.253130 0.520750 0.1 -0.2 0.2
H 6.462407 4.993650 4.391250 -0.2 -0.2 -0.3
H -2.833103 -9.031850 6.881870 0.6 0.3 0.2
H 1.321357 8.620030 5.291320 0.3 -0.4 0.4
H -2.122863 -1.088750 -3.026530 0.1 0.4 -0.1
H 4.129527 -11.847020 7.676640 -0.3 -0.8 0.1
H 4.498227 -8.855620 3.329010 -0.2 0.0 0.2
H 10.324717 1.995540 1.692270 -0.3 1.2 0.2
H 10.614817 -3.745950 0.208910 -0.4 -0.6 0.3
H -4.136953 11.042500 -6.051470 0.6 -0.6 0.6
H -5.705643 4.867870 2.767400 -0.4 0.7 -0.6
H -6.206753 0.629900 -4.716110 0.2 0.3 -0.2
H -7.267463 -7.746270 -0.790630 1.0 0.3 0.8
H 5.891527 -9.536250 4.158970 0.3 0.3 0.1
H 8.152867 -5.139460 -0.714470 0.2 0.6 -0.3
H -9.529533 6.040980 -1.992890 -0.1 0.1 0.1
H 1.225267 -12.774710 5.907170 0.1 0.4 0.7
H -0.011333 2.509250 -8.657480 0.0 0.0 0.5
H 3.405977 -1.834060 0.924430 -0.1 0.0 0.6
H -6.844583 -11.135670 6.934810 -0.2 -0.1 -0.4
H 2.137777 -0.130100 2.405450 -0.2 -0.4 0.3
H -8.068083 6.215260 -2.981950 0.2 0.1 0.4
H 4.843957 -6.704150 -3.747090 0.1 0.0 0.1
H -5.224973 3.612760 1.657810 0.1 -0.1 -0.3
H -10.225433 -7.808620 0.721670 0.2 0.4 0.2
H -3.286643 12.736610 -1.739780 0.4 -0.5 -0.1
H 4.827607 -8.359260 5.024670 0.2 0.2 -0.1
H -2.664033 6.280820 -6.423420 -0.1 -0.1 -0.1
H -7.618023 -6.198350 -1.528170 -0.1 0.0 -0.1
H -0.027343 0.044850 9.006230 0.1 0.0 0.2
H 1.939847 -11.935500 4.567070 0.7 0.0 -0.1
H -7.820103 -1.855170 -5.351640 0.2 -0.1 -0.2
H -5.432913 12.699490 -3.178630 -0.1 0.6 0.3
H -3.735963 0.426660 -4.894460 0.1 0.5 0.0
H -8.036793 -6.880410 1.373650 -0.9 0.4 0.3
H 1.935367 -13.737300 4.760370 0.5 0.1 -0.5
H 1.689987 6.847460 4.907390 -0.3 0.1 0.7
H -9.139473 -9.091000 0.226090 0.4 -0.1 -0.2
H -1.473633 -1.209370 -4.709920 -0.2 0.3 -0.1
H 11.028637 2.472450 3.360070 -0.6 0.1 0.1
H 4.617127 1.301040 7.565230 0.2 -0.2 0.0
H 7.386557 6.141640 4.737580 0.1 0.2 -0.1
H 0.511617 10.509020 -0.767930 -0.2 0.0 -0.1
H -5.406853 11.872850 -5.344490 -0.8 0.0 -0.4
H 14.519247 -0.279360 3.288980 0.2 0.8 0.1
H -6.661343 2.832200 -0.169210 0.7 0.3 0.4
H 0.306297 0.580370 7.630080 0.2 0.2 -0.2
H 1.656977 -2.215460 0.771690 0.0 0.0 0.3
H 7.240527 7.488120 -0.852080 0.2 -0.1 0.0
H -0.520203 2.484860 -10.293300 0.0 0.5 -0.5
H -0.580053 7.179010 -9.464270 0.0 0.3 0.4
H -1.610603 4.865120 -6.775040 0.0 0.1 0.0
H -3.711613 -7.648930 6.241780 -0.5 -0.1 0.0
H 6.125797 -4.415810 -4.756640 0.5 -0.4 0.1
H -4.800463 9.859400 0.045880 -0.3 0.0 0.2
H -9.078543 4.873510 -3.240840 -0.2 -0.7 0.2
H -3.554603 -10.573080 5.397380 -0.2 -0.3 -0.3
H 4.350047 2.619760 6.871310 0.1 0.2 -0.2
H 8.948677 0.339700 1.984840 -0.8 0.2 0.1
H 12.788487 -0.391040 3.153880 0.1 -0.5 -0.5
H 8.943087 0.666260 3.787650 -0.4 0.0 -0.1
H -5.385463 10.154260 -5.019730 0.4 -0.4 0.1
H -5.631643 11.039540 -2.824250 -0.2 -0.2 0.7
H -1.680643 2.000890 -9.109460 0.1 0.0 0.3
H -5.259633 9.400590 -1.573780 0.1 0.7 -0.6
H 5.829817 6.975600 -0.654250 -0.2 -0.2 0.1